1.
Formula: C45H118O39S13
Source: the Open Molecules 2025 dataset
Level of theory: ωB97M-V/def2-TZVPD

Geometry as ORCA input:
```
! wB97M-V def2-TZVPD RIJCOSX def2/J DEFGRID3
* xyz 0 1
O 6.514 5.372 -4.531
S 6.292 4.533 -3.332
O 6.602 3.119 -3.296
O 6.822 5.267 -1.946
C 8.224 5.232 -1.671
C 8.437 5.605 -0.177
C 4.543 4.709 -2.929
H 8.757 5.940 -2.305
H 8.632 4.229 -1.797
H 9.493 5.656 0.091
H 7.979 4.895 0.512
H 8.088 6.589 0.135
H 4.435 5.665 -2.417
H 4.114 3.884 -2.360
H 4.140 4.618 -3.938
O 0.943 -2.292 -0.115
S 0.237 -1.230 0.630
O 0.296 0.219 0.239
O -1.374 -1.619 0.796
C -2.187 -1.437 -0.344
C -3.538 -0.811 0.041
C 0.665 -1.284 2.457
H -2.366 -2.404 -0.814
H -1.747 -0.842 -1.143
H -4.176 -1.517 0.572
H -4.204 -0.575 -0.789
H -3.458 0.025 0.736
H -0.310 -1.339 2.942
H 1.183 -0.352 2.681
H 1.286 -2.174 2.559
O -1.853 0.876 -8.716
S -0.456 1.176 -8.551
O -0.024 2.389 -7.824
O 0.274 -0.127 -7.842
C 1.436 0.102 -7.024
C 0.985 0.204 -5.600
C 0.343 1.027 -10.221
H 2.119 0.920 -7.251
H 2.001 -0.802 -7.248
H 0.481 -0.725 -5.332
H 0.288 1.030 -5.462
H 1.770 0.267 -4.847
H -0.033 1.858 -10.817
H 0.206 0.063 -10.709
H 1.408 1.150 -10.022
O 1.208 -8.535 3.038
S 1.224 -7.173 2.510
O 0.326 -6.153 3.091
O 2.797 -6.600 2.414
C 3.853 -7.459 2.015
C 4.523 -8.053 3.265
C 0.770 -7.234 0.682
H 4.554 -6.826 1.471
H 3.537 -8.285 1.377
H 5.441 -8.563 2.973
H 3.848 -8.755 3.754
H 4.820 -7.285 3.979
H 1.660 -6.988 0.103
H -0.012 -6.494 0.510
H 0.446 -8.255 0.479
O -5.862 -4.319 -9.091
S -5.276 -4.452 -7.768
O -5.592 -5.495 -6.841
O -3.661 -4.319 -7.945
C -2.862 -4.660 -6.826
C -1.405 -4.986 -7.257
C -5.475 -2.899 -6.775
H -3.306 -5.543 -6.367
H -2.679 -3.925 -6.042
H -1.462 -5.862 -7.903
H -0.779 -5.154 -6.381
H -1.008 -4.201 -7.901
H -6.488 -2.800 -6.386
H -5.147 -2.076 -7.409
H -4.857 -3.013 -5.884
O -3.920 7.775 -3.670
S -5.011 6.795 -3.789
O -6.379 7.052 -3.304
O -5.175 6.463 -5.377
C -4.053 5.939 -6.179
C -2.779 6.835 -6.110
C -4.331 5.107 -3.131
H -4.326 5.966 -7.234
H -3.836 4.881 -6.033
H -2.249 6.694 -5.168
H -2.989 7.895 -6.250
H -2.050 6.562 -6.874
H -4.368 5.032 -2.044
H -3.292 5.117 -3.460
H -4.806 4.216 -3.544
O 9.027 -2.843 -3.800
S 8.867 -3.478 -5.097
O 9.940 -4.016 -5.926
O 7.701 -4.610 -4.903
C 6.764 -4.442 -3.875
C 5.361 -4.659 -4.510
C 7.748 -2.275 -5.966
H 6.718 -3.528 -3.282
H 6.991 -5.268 -3.201
H 4.616 -4.313 -3.795
H 5.275 -5.716 -4.764
H 5.243 -4.217 -5.499
H 8.425 -1.555 -6.426
H 7.073 -1.839 -5.230
H 7.184 -2.778 -6.753
O -10.097 2.933 -1.695
S -10.416 2.236 -2.977
O -9.462 1.261 -3.584
O -11.963 1.649 -2.953
C -12.721 2.021 -1.783
C -12.342 0.955 -0.738
C -10.801 3.493 -4.158
H -13.787 1.861 -1.944
H -12.640 3.076 -1.518
H -11.276 0.803 -0.568
H -12.743 0.014 -1.114
H -12.769 1.268 0.215
H -11.281 4.323 -3.640
H -11.312 2.902 -4.918
H -9.860 3.865 -4.563
O -7.363 -7.477 -1.661
S -6.544 -6.295 -1.469
O -5.268 -6.200 -2.119
O -7.410 -4.930 -1.940
C -8.681 -4.738 -1.327
C -9.620 -4.164 -2.326
C -6.227 -5.991 0.326
H -8.490 -3.951 -0.597
H -9.140 -5.608 -0.857
H -9.502 -4.456 -3.370
H -9.594 -3.075 -2.344
H -10.661 -4.240 -2.010
H -7.141 -5.873 0.908
H -5.512 -5.173 0.416
H -5.792 -6.842 0.851
O 8.476 -1.913 1.799
S 7.996 -0.525 1.798
O 7.073 0.060 2.798
O 9.287 0.505 1.668
C 10.381 0.240 0.860
C 11.409 -0.705 1.516
C 7.233 -0.221 0.069
H 10.814 1.232 0.736
H 10.053 -0.088 -0.126
H 12.246 -0.966 0.868
H 10.976 -1.657 1.824
H 11.769 -0.176 2.398
H 7.991 -0.338 -0.706
H 6.871 0.803 0.157
H 6.393 -0.912 -0.004
O -1.308 -0.057 9.008
S -2.107 0.448 7.891
O -1.437 1.058 6.730
O -2.998 -0.856 7.360
C -3.855 -0.702 6.225
C -4.414 -1.998 5.765
C -3.440 1.505 8.581
H -3.321 -0.088 5.501
H -4.710 -0.062 6.444
H -3.624 -2.747 5.823
H -4.794 -2.119 4.751
H -5.259 -2.301 6.382
H -4.152 0.967 9.207
H -3.956 2.046 7.788
H -2.918 2.238 9.196
O -5.571 6.269 3.263
S -6.091 5.434 4.329
O -5.855 3.984 4.276
O -5.611 5.965 5.844
C -5.483 7.355 6.068
C -4.410 7.641 7.045
C -7.996 5.576 4.418
H -6.399 7.865 6.369
H -5.229 7.917 5.170
H -4.262 8.719 7.103
H -3.489 7.142 6.746
H -4.701 7.422 8.073
H -8.519 4.966 3.681
H -8.202 6.638 4.289
H -8.237 5.255 5.432
O -0.559 7.456 2.933
S 0.122 6.449 2.140
O 0.038 6.418 0.703
O 1.737 6.582 2.498
C 2.128 6.722 3.814
C 3.701 6.724 3.958
C -0.235 4.746 2.817
H 1.672 5.950 4.433
H 1.893 7.741 4.121
H 4.145 7.357 3.189
H 4.273 5.805 4.088
H 3.958 7.120 4.940
H 0.659 4.126 2.749
H -1.058 4.304 2.255
H -0.463 4.951 3.863
C 4.810 -2.155 7.704
C 5.819 -2.248 8.835
C 6.669 -3.409 8.589
C 7.983 -3.150 7.897
C 8.851 -4.408 7.813
C 10.157 -4.064 6.929
H 5.386 -1.992 6.793
H 4.129 -1.309 7.803
H 4.216 -3.068 7.714
H 6.404 -1.330 8.782
H 5.342 -2.304 9.813
H 6.159 -4.205 8.048
H 6.866 -3.820 9.580
H 7.762 -2.805 6.887
H 8.575 -2.334 8.310
H 9.221 -4.716 8.791
H 8.205 -5.217 7.472
H 9.799 -3.757 5.947
H 10.777 -3.283 7.369
H 10.877 -4.863 6.754
*
```

Total energy, eV: -269274.7617
Highest occupied orbital energy, eV: -10.567
Strongest force on any atom, eV Å⁻¹: 3.94
Orbital gap, eV: 10.3327


2.
Formula: C78H82Ge2N5O4PSSiTi
Source: the Open Molecules 2025 dataset
Level of theory: ωB97M-V/def2-TZVPD

Geometry as ORCA input:
```
! wB97M-V def2-TZVPD RIJCOSX def2/J DEFGRID3
* xyz 0 1
Ti 0.046 -0.680 -0.176
C -6.432 7.610 -8.880
O -6.998 6.430 -8.342
C -6.293 5.765 -7.399
C -5.063 6.180 -6.896
C -4.421 5.419 -5.937
C -4.982 4.237 -5.454
C -6.220 3.837 -5.961
C -6.866 4.589 -6.919
C -4.240 3.468 -4.460
N -3.056 3.808 -3.997
C -2.699 2.823 -3.123
C -3.691 1.865 -3.038
N -4.669 2.294 -3.898
C -3.585 0.713 -2.212
C -4.576 -0.248 -2.017
C -4.269 -1.366 -1.277
C -2.994 -1.492 -0.741
N -2.063 -0.560 -0.819
C -2.343 0.542 -1.553
C -1.302 1.516 -1.651
N -0.137 1.246 -0.999
C 0.748 2.232 -0.921
C 0.609 3.460 -1.554
C -0.496 3.687 -2.345
C -1.483 2.708 -2.380
H -7.137 7.968 -9.625
H -5.471 7.410 -9.361
H -6.301 8.378 -8.113
H -4.596 7.089 -7.247
H -3.462 5.724 -5.542
H -6.692 2.926 -5.614
H -7.822 4.283 -7.322
H -5.530 1.822 -4.105
H -5.561 -0.130 -2.452
H -4.990 -2.161 -1.144
H -2.716 -2.416 -0.251
H 1.626 2.025 -0.326
H 1.380 4.209 -1.435
H -0.623 4.600 -2.910
C 2.908 -4.722 2.498
C 1.541 -4.073 2.292
Ge 1.612 -2.113 1.674
C 1.546 -1.195 3.488
C 2.110 -1.955 4.686
C 3.537 -1.832 1.256
C 3.988 -1.337 0.106
Ge 2.614 -0.684 -1.255
C 2.907 -1.842 -2.909
C 4.271 -2.511 -3.065
C 3.356 1.083 -2.034
C 4.355 1.000 -3.189
C 5.428 -1.404 -0.229
C 6.083 -2.636 -0.121
C 7.423 -2.766 -0.448
C 8.146 -1.660 -0.873
C 7.514 -0.429 -0.969
C 6.168 -0.306 -0.659
H 2.799 -5.776 2.772
H 3.462 -4.227 3.296
H 3.512 -4.666 1.591
H 0.990 -4.071 3.238
H 0.957 -4.663 1.584
H 0.522 -0.875 3.704
H 2.127 -0.287 3.341
H 1.479 -2.804 4.959
H 2.181 -1.299 5.560
H 3.111 -2.334 4.473
H 4.252 -2.188 2.005
H 2.722 -1.193 -3.769
H 2.132 -2.608 -2.939
H 5.083 -1.783 -3.062
H 4.315 -3.063 -4.009
H 4.458 -3.214 -2.254
H 3.786 1.653 -1.201
H 2.497 1.655 -2.387
H 5.234 0.410 -2.933
H 4.691 2.005 -3.465
H 3.895 0.556 -4.072
H 5.519 -3.501 0.205
H 7.904 -3.734 -0.378
H 9.195 -1.761 -1.126
H 8.076 0.441 -1.291
H 5.677 0.654 -0.745
O -1.324 0.836 1.526
C -0.142 1.026 1.866
O 0.819 0.440 1.259
C 0.158 1.910 3.058
C -0.953 2.251 3.832
C -0.819 2.873 5.057
C 0.443 3.197 5.523
C 1.547 2.971 4.722
C 1.439 2.339 3.484
P 2.934 2.360 2.390
C 4.294 1.846 3.499
C 4.153 1.146 4.693
C 5.270 0.624 5.332
C 6.533 0.783 4.786
C 6.685 1.482 3.596
C 5.573 2.002 2.958
C 3.062 4.213 2.432
C 4.149 4.936 2.912
C 4.172 6.323 2.819
C 3.108 7.008 2.256
C 2.011 6.298 1.785
C 1.995 4.916 1.864
H -1.938 2.019 3.447
H -1.696 3.111 5.646
H 0.564 3.658 6.495
H 2.520 3.321 5.047
H 3.173 0.986 5.123
H 5.149 0.080 6.260
H 7.397 0.353 5.276
H 7.666 1.600 3.154
H 5.680 2.527 2.014
H 4.980 4.422 3.377
H 5.029 6.871 3.192
H 3.126 8.088 2.189
H 1.166 6.820 1.353
H 1.137 4.364 1.494
C 2.075 -4.317 -0.926
Si 0.327 -3.826 -1.480
C 0.100 -4.758 -3.132
C -0.898 -4.645 -0.304
N 0.052 -2.112 -1.624
C -0.577 -1.675 -2.801
C -0.095 -0.560 -3.507
C -0.738 -0.071 -4.635
C -1.882 -0.684 -5.119
C -2.358 -1.812 -4.464
C -1.716 -2.303 -3.342
H 2.020 -5.125 -0.194
H 2.648 -4.688 -1.778
H 2.635 -3.494 -0.480
H 0.901 -5.488 -3.262
H 0.115 -4.092 -3.997
H -0.846 -5.304 -3.156
H -0.626 -5.688 -0.132
H -1.916 -4.633 -0.707
H -0.898 -4.126 0.652
H 0.810 -0.075 -3.162
H -0.333 0.795 -5.146
H -2.389 -0.289 -5.992
H -3.240 -2.321 -4.837
H -2.116 -3.176 -2.840
O -1.064 -1.860 1.608
S -2.423 -1.739 2.249
C -2.168 -0.921 3.878
C -3.515 -0.728 4.509
C -3.848 -1.321 5.723
C -5.129 -1.194 6.239
C -6.092 -0.477 5.545
C -5.764 0.138 4.345
C -4.482 0.016 3.832
C -2.804 -3.372 3.016
C -3.589 -4.310 2.145
C -3.237 -5.652 2.064
C -3.953 -6.525 1.261
C -5.037 -6.067 0.528
C -5.413 -4.735 0.623
C -4.701 -3.864 1.434
H -1.704 0.028 3.631
H -1.486 -1.531 4.470
H -3.099 -1.884 6.268
H -5.375 -1.656 7.187
H -7.097 -0.398 5.940
H -6.507 0.715 3.810
H -4.215 0.497 2.897
H -3.397 -3.122 3.896
H -1.846 -3.799 3.320
H -2.382 -6.014 2.623
H -3.650 -7.561 1.189
H -5.588 -6.745 -0.111
H -6.267 -4.376 0.061
H -5.004 -2.825 1.514
*
```

Total energy, eV: -262010.1953
Highest occupied orbital energy (spin up / spin down), eV: -6.417 / -6.376
Strongest force on any atom, eV Å⁻¹: 3.18
Orbital gap (spin up / spin down), eV: 5.6282 / 5.5883


3.
Formula: C29H38N3O3P2RhS3Te
Source: the Open Molecules 2025 dataset
Level of theory: ωB97M-V/def2-TZVPD

Geometry as ORCA input:
```
! wB97M-V def2-TZVPD RIJCOSX def2/J DEFGRID3
* xyz 0 5
Rh 0.339 0.953 -0.016
S -1.755 4.959 0.667
C -1.072 3.455 0.739
S -1.841 2.003 1.145
S 0.625 3.317 0.346
O 1.525 -2.082 -2.810
C 1.252 -1.529 -1.765
O 1.564 -0.354 -1.419
C 0.444 -2.368 -0.704
P 0.245 -1.290 0.757
C -1.245 -1.717 1.674
C -2.356 -2.295 1.066
C -3.529 -2.447 1.778
C -3.617 -2.000 3.087
C -2.526 -1.385 3.684
C -1.349 -1.237 2.981
C 1.681 -1.797 1.751
C 2.866 -1.098 1.527
C 4.032 -1.473 2.169
C 4.014 -2.538 3.055
C 2.831 -3.219 3.300
C 1.663 -2.860 2.648
H 1.008 -3.278 -0.471
H -0.513 -2.647 -1.149
H -2.304 -2.602 0.033
H -4.379 -2.920 1.308
H -4.538 -2.122 3.637
H -2.602 -1.011 4.694
H -0.500 -0.739 3.438
H 2.856 -0.268 0.827
H 4.951 -0.931 1.992
H 4.924 -2.832 3.557
H 2.828 -4.040 4.002
H 0.740 -3.392 2.834
C -2.302 2.761 -4.167
N -1.667 2.076 -3.061
C -0.225 1.993 -3.178
P -2.499 0.890 -2.217
O -1.603 0.163 -1.288
N -3.273 -0.237 -3.189
C -4.438 0.071 -3.982
C -2.602 -1.462 -3.557
N -3.828 1.692 -1.590
C -4.658 0.889 -0.718
C -3.859 3.110 -1.314
H -1.932 3.790 -4.210
H -3.378 2.779 -4.016
H -2.086 2.279 -5.127
H 0.190 3.003 -3.217
H 0.091 1.447 -4.073
H 0.193 1.479 -2.299
H -4.868 1.010 -3.639
H -5.187 -0.719 -3.862
H -4.193 0.152 -5.048
H -1.702 -1.562 -2.954
H -2.318 -1.470 -4.615
H -3.261 -2.317 -3.369
H -4.505 -0.165 -0.952
H -5.709 1.148 -0.868
H -4.405 1.050 0.336
H -2.980 3.591 -1.737
H -3.867 3.302 -0.237
H -4.757 3.562 -1.749
C 1.816 0.541 4.471
Te 1.003 1.740 2.807
C 3.046 2.462 2.723
C 3.715 2.087 4.010
C 4.925 2.666 4.369
C 5.534 2.331 5.564
C 4.949 1.395 6.400
C 3.752 0.801 6.041
C 3.123 1.154 4.854
H 1.958 -0.499 4.172
H 1.119 0.556 5.311
H 3.028 3.547 2.588
H 3.559 2.015 1.867
H 5.381 3.387 3.706
H 6.463 2.806 5.846
H 5.423 1.136 7.335
H 3.295 0.065 6.688
*
```

Total energy, eV: -102687.6534
⟨S²⟩: 6.024
Highest occupied orbital energy (spin up / spin down), eV: -7.117 / -7.920
Strongest force on any atom, eV Å⁻¹: 1.90
Orbital gap (spin up / spin down), eV: 7.4194 / 5.7181